1.
{"formula": "C18H31CuN3NbO4S", "method": "the ωB97M-V functional and the def2-TZVPD basis", "orbital_gap_ev": 5.16, "total_charge": 2, "symbols": ["N", "C", "O", "Cu", "Nb", "N", "N", "C", "C", "C", "C", "C", "C", "C", "C", "H", "H", "H", "H", "H", "H", "H", "H", "H", "H", "H", "H", "H", "H", "H", "H", "H", "H", "C", "H", "H", "H", "C", "H", "H", "H", "C", "C", "C", "C", "C", "C", "C", "S", "O", "O", "O", "H", "H", "H", "H", "H", "H", "H"], "xyz": [[1.371, 0.823, 0.705], [2.305, 1.149, 1.462], [2.844, 1.645, 2.391], [2.747, -0.162, -0.283], [-0.130, -0.243, -0.087], [0.114, 0.386, -1.921], [-1.665, 0.734, 0.694], [0.536, 1.439, -2.838], [-1.952, 1.988, 1.400], [0.992, 0.837, -4.166], [-0.653, 2.363, -3.103], [1.688, 2.225, -2.224], [-1.515, 1.803, 2.856], [-3.439, 2.343, 1.350], [-1.145, 3.114, 0.766], [1.784, 0.099, -4.007], [1.385, 1.641, -4.801], [0.159, 0.364, -4.696], [-1.490, 1.805, -3.538], [-0.348, 3.150, -3.806], [-1.001, 2.840, -2.178], [1.436, 2.640, -1.241], [1.953, 3.057, -2.894], [2.578, 1.587, -2.109], [-2.063, 0.972, 3.316], [-1.717, 2.723, 3.421], [-0.442, 1.576, 2.918], [-4.049, 1.626, 1.910], [-3.799, 2.395, 0.317], [-3.578, 3.330, 1.811], [-1.325, 4.041, 1.331], [-1.465, 3.286, -0.271], [-0.068, 2.901, 0.774], [-0.749, -0.677, -2.494], [-1.101, -1.387, -1.699], [-1.627, -0.249, -2.994], [-0.198, -1.283, -3.224], [-2.714, -0.311, 0.750], [-2.336, -1.264, 0.338], [-3.043, -0.500, 1.781], [-3.585, -0.014, 0.150], [3.858, -7.330, 2.665], [3.042, -6.083, 2.499], [2.236, -5.644, 3.556], [1.456, -4.501, 3.417], [1.466, -3.777, 2.215], [2.288, -4.195, 1.168], [3.066, -5.344, 1.312], [0.393, -2.352, 2.139], [-0.926, -2.707, 2.594], [1.050, -1.218, 2.768], [0.366, -2.132, 0.590], [4.554, -7.229, 3.503], [3.216, -8.188, 2.884], [4.434, -7.555, 1.766], [2.228, -6.217, 4.489], [0.834, -4.183, 4.251], [2.333, -3.643, 0.234], [3.708, -5.692, 0.496]]}

=====

2.
{"formula": "C10H14BN", "method": "the ωB97M-V functional and the def2-TZVPD basis", "orbital_gap_ev": [6.19, 8.24], "symbols": ["B", "C", "C", "C", "C", "C", "C", "C", "C", "C", "C", "N", "H", "H", "H", "H", "H", "H", "H", "H", "H", "H", "H", "H", "H", "H"], "xyz": [[0.036, 1.538, -0.588], [0.905, -3.725, 1.397], [0.952, -3.391, 0.062], [0.631, -2.759, 2.379], [0.901, -2.048, -0.297], [0.539, -1.442, 2.070], [0.709, -1.184, 0.731], [2.217, 2.322, -1.791], [1.409, 1.990, -0.750], [-1.945, 2.857, -1.089], [-2.259, 0.688, 0.051], [-1.308, 1.546, -0.629], [0.670, -4.761, 1.485], [1.096, -4.285, -0.722], [0.415, -3.048, 3.352], [1.307, -1.666, -1.194], [0.593, -0.604, 2.798], [3.263, 2.641, -1.587], [1.671, 2.224, -2.803], [1.960, 2.082, 0.254], [-1.158, 3.330, -1.493], [-2.739, 2.655, -1.905], [-2.241, 3.400, -0.149], [-2.780, 0.119, -0.843], [-1.816, 0.121, 0.892], [-3.026, 1.400, 0.371]]}

=====

3.
{"formula": "C2H2Cl2", "method": "the ωB97M-V functional and the def2-TZVPD basis", "orbital_gap_ev": 10.53, "smiles": "Cl/C=C/Cl", "symbols": ["Cl", "C", "C", "Cl", "H", "H"], "xyz": [[-1.610, 1.334, -0.500], [-0.178, 0.359, -0.518], [0.241, -0.287, 0.580], [1.559, -1.377, 0.441], [0.227, 0.214, -1.522], [-0.239, -0.244, 1.519]]}

=====

4.
{"formula": "C4H8N2O", "method": "the ωB97M-V functional and the def2-TZVPD basis", "orbital_gap_ev": 10.93, "smiles": "CN[C@H](C#N)CO", "symbols": ["C", "N", "C", "C", "N", "C", "O", "H", "H", "H", "H", "H", "H", "H", "H"], "xyz": [[0.579, -1.527, 1.188], [0.109, -0.179, 0.846], [-0.256, 0.022, -0.547], [0.812, -0.343, -1.512], [1.660, -0.627, -2.246], [-0.668, 1.490, -0.724], [-1.726, 1.796, 0.140], [1.673, -1.593, 1.223], [0.182, -1.839, 2.159], [0.243, -2.250, 0.442], [0.819, 0.501, 1.102], [-1.129, -0.608, -0.761], [-1.002, 1.668, -1.750], [0.218, 2.125, -0.543], [-1.514, 1.364, 0.983]]}

=====

5.
{"formula": "H8NaO4", "method": "the ωB97M-V functional and the def2-TZVPD basis", "orbital_gap_ev": 11.81, "total_charge": 1, "symbols": ["Na", "O", "H", "H", "O", "H", "H", "O", "H", "H", "O", "H", "H"], "xyz": [[-0.637, 0.300, 0.011], [1.644, 0.102, 1.129], [1.936, 0.273, 2.035], [2.318, -0.482, 0.761], [-0.483, -2.269, 1.410], [-0.563, -1.603, 2.103], [0.314, -2.763, 1.638], [1.067, 0.475, -1.684], [1.213, 1.018, -2.470], [1.721, -0.229, -1.753], [-2.527, 1.538, -0.922], [-2.562, 2.419, -1.315], [-3.440, 1.221, -0.942]]}

=====

In order of appearance, ΔE to the lowest compared entry with this formula, charge and spin = 128.6 586.3 5.3 176.5 46.2 kJ/mol.
In order of appearance, E = -88838.4392 -12757.3956 -27150.5347 -9304.5637 -12732.2677 eV.